No. 1
The following is a DFT calculation (ωB97M-V/def2-TZVPD) of a molecular structure, C28H31N5O5Re.

For the HOMO-LUMO gap (spin up / spin down), the calculation gives 0.2542 / 0.2249 hartree. As for the LUMO energy (spin up / spin down): -0.6 / -1.4 eV. Its energy relative to the best compared isomer or geometry (same formula, charge and spin) is 0.0 kJ/mol. The value obtained for the HOMO energy (spin up / spin down) is -7.486 / -7.565 eV. Its expectation value of S² is 3.8952.

ORCA input file:
```
! wB97M-V def2-TZVPD RIJCOSX def2/J DEFGRID3
* xyz 0 4
Re -0.06650 0.20538 0.27310
C -1.32378 1.79121 -3.57641
O -0.27218 1.00131 -4.22209
C 0.95687 1.09636 -3.64496
C 1.99205 1.55890 -4.44241
C 3.31105 1.57596 -3.95952
C 3.57360 1.11890 -2.66106
C 2.45238 0.78435 -1.79817
C 2.71373 0.68897 -0.38985
N 1.79617 0.75694 0.57478
N 2.23649 0.95993 1.85487
C 1.23643 1.10372 2.69738
O -0.04294 0.91421 2.26915
C 1.52247 1.44606 4.08533
C 0.47537 1.70588 4.98133
C 0.75263 1.95811 6.33021
C 2.05351 1.86684 6.78457
C 3.11474 1.64690 5.90645
C 2.86142 1.47508 4.53555
C 1.13652 0.62403 -2.32999
O 0.07414 0.14738 -1.63763
H -2.15449 1.78401 -4.26688
H -1.64216 1.29145 -2.65136
H -0.92799 2.79871 -3.39483
H 1.75057 1.92519 -5.43534
H 4.14667 1.91488 -4.57286
H 4.57238 1.10683 -2.21956
H 3.76295 0.68069 -0.01622
H -0.53357 1.64483 4.62187
H -0.06459 2.18512 7.02617
H 2.26452 1.98050 7.83849
H 4.13755 1.56159 6.28349
H 3.66008 1.36069 3.81200
C -4.14901 1.65509 1.02424
C -2.72382 1.49817 0.55794
N -2.11206 0.29453 0.51978
O -2.93492 -0.77392 0.86960
C -1.82503 2.57393 0.20843
C -2.20974 4.02528 0.13100
N -0.56374 2.15293 -0.04594
O 0.33903 2.99353 -0.39641
H -4.15680 1.44398 2.10641
H -4.76010 0.98718 0.49173
H -4.48489 2.66402 0.84374
H -2.38366 -1.57051 0.69966
H -3.18022 4.12238 -0.37315
H -1.43407 4.60416 -0.38223
H -2.37192 4.39102 1.15578
C 0.70639 -3.30824 -2.94582
N -0.71904 -3.36912 -2.77867
C -1.45910 -3.87892 -3.88932
C -1.44454 -2.61458 -1.76543
C -0.88361 -2.83882 -0.37111
C -1.04907 -4.15787 0.07059
C -0.52005 -4.61318 1.28929
C 0.36412 -3.75417 1.92597
C 0.52934 -2.44541 1.47613
C -0.16939 -1.91782 0.39780
H 1.00984 -3.07992 -4.00062
H 1.21431 -4.26763 -2.65846
H 1.13009 -2.46596 -2.35092
H -1.46088 -3.21074 -4.78169
H -2.49965 -4.03993 -3.60283
H -1.04726 -4.85681 -4.22333
H -2.49554 -3.00224 -1.77471
H -1.51559 -1.52826 -1.98438
H -1.58645 -4.86192 -0.57305
H -0.81926 -5.62448 1.64535
H 0.87218 -4.07542 2.84024
H 1.26801 -1.81125 1.98877
*
```

No. 2
The following is a DFT calculation (ωB97M-V/def2-TZVPD) of a molecular structure, C28H32AsI2N6O2W.

For the HOMO-LUMO gap (spin up / spin down), the calculation gives 0.1907 / 0.1644 hartree. As for the LUMO energy (spin up / spin down): -11.3 / -12.0 eV. Its energy relative to the best compared isomer or geometry (same formula, charge and spin) is 52.2 kJ/mol. The value obtained for the HOMO energy (spin up / spin down) is -16.487 / -16.496 eV. Its expectation value of S² is 2.0567.

ORCA input file:
```
! wB97M-V def2-TZVPD RIJCOSX def2/J DEFGRID3
* xyz 3 3
W 0.32113 0.36125 0.49559
O -0.97998 -2.58012 2.82495
C -0.53364 -1.54567 3.20593
C -0.12549 -1.10724 4.59687
C 0.55357 0.26364 4.42065
C 0.29707 0.55050 2.98998
O 0.57581 1.54368 2.24698
N -0.29634 -0.42991 2.31777
H 0.52319 -1.86186 5.03928
H -1.01448 -1.06215 5.22780
H 1.63090 0.23338 4.60316
H 0.15361 1.05700 5.05392
I 0.53166 0.12645 -2.19373
I 2.97506 0.22270 0.77845
C -2.82841 0.38078 1.29212
N -4.23989 0.22925 1.11362
C -4.52385 -1.17680 0.77794
N -3.83295 -1.54550 -0.45820
C -2.41544 -1.40289 -0.30520
N -2.02874 0.03159 0.04320
C -2.61981 0.89453 -1.07641
N -4.03011 0.71503 -1.22258
C -4.70625 1.08248 0.01915
C -4.31379 -0.69018 -1.54543
H -2.51584 -0.28437 2.08849
H -2.58570 1.41122 1.55889
H -5.59619 -1.30378 0.64660
H -4.19355 -1.82206 1.59298
H -1.91914 -1.65559 -1.24419
H -2.06818 -2.05097 0.49944
H -2.12382 0.62117 -2.00286
H -2.41967 1.94004 -0.85195
H -5.78281 0.97535 -0.09465
H -4.48276 2.12763 0.24854
H -3.81185 -0.95698 -2.47603
H -5.38502 -0.82771 -1.67495
C -1.88782 5.24056 -3.69201
C -0.90515 4.27872 -3.88604
C -0.39771 3.57261 -2.80530
C -0.87696 3.85034 -1.52980
C -1.85287 4.81871 -1.32286
C -2.35478 5.51377 -2.41424
As -0.16602 2.89120 -0.00369
C -0.73558 4.00167 1.49264
C -1.95140 4.03989 2.11598
C -2.14283 4.90710 3.20790
C -1.11121 5.73068 3.66874
C 0.10727 5.71978 3.03469
C 0.32295 4.85554 1.93194
C 1.52675 4.78686 1.18749
C 2.66512 5.62005 1.38190
C 3.74762 5.48633 0.55620
C 3.73669 4.52382 -0.46860
C 2.62308 3.68414 -0.67484
C 1.53969 3.81667 0.13951
H -2.28648 5.78382 -4.53843
H -0.53373 4.07437 -4.88154
H 0.37479 2.83834 -2.97201
H -2.21329 5.05262 -0.33186
H -3.11433 6.26911 -2.26311
H -2.78576 3.44635 1.76765
H -3.10842 4.93403 3.69794
H -1.27939 6.38591 4.51269
H 0.89774 6.37345 3.37766
H 2.66938 6.36880 2.16202
H 4.61082 6.12525 0.68408
H 4.60192 4.42355 -1.11255
H 2.64285 2.95745 -1.47746
N 0.43458 -1.97603 0.26318
H 1.40899 -2.27572 0.29581
H 0.07003 -2.35985 -0.60678
H -0.04418 -2.47273 1.01929
*
```

No. 3
The following is a DFT calculation (ωB97M-V/def2-TZVPD) of a molecular structure, C28H32AsN3RuS4.

For the HOMO-LUMO gap, the calculation gives 0.1278 hartree. As for the LUMO energy: -15.6 eV. The value obtained for the HOMO energy is -19.117 eV.

ORCA input file:
```
! wB97M-V def2-TZVPD RIJCOSX def2/J DEFGRID3
* xyz 4 1
Ru 0.08446 -0.17537 -0.45639
C -0.06738 -3.19388 1.05236
C -1.41276 -2.92843 0.40756
S -1.89336 -1.18616 0.34922
C -2.03750 -0.63207 2.06375
C -0.72774 -0.27534 2.73669
S 0.38194 0.66800 1.62588
C 1.98924 -0.02804 2.10345
C 2.08662 -1.52714 1.91804
S 1.23898 -2.08363 0.39427
H 0.24660 -4.21373 0.82733
H -0.09380 -3.08733 2.13426
H -2.20356 -3.49541 0.90184
H -1.41811 -3.22597 -0.64318
H -2.57865 -1.39242 2.62925
H -2.68848 0.24169 1.99786
H -0.19219 -1.14734 3.10033
H -0.91951 0.37134 3.59427
H 2.19203 0.25764 3.13825
H 2.68826 0.51126 1.46934
H 1.67308 -2.09847 2.74654
H 3.13441 -1.81597 1.83477
C -2.20314 2.11930 -6.32101
C -0.92403 1.79221 -5.88617
C -0.68128 1.57964 -4.53745
C -1.73697 1.72385 -3.63781
C -3.02177 2.05831 -4.05523
C -3.24468 2.25474 -5.41232
As -1.30207 1.56087 -1.79232
C -0.58622 3.32463 -1.33810
C 0.49302 3.95570 -1.86717
C 0.79562 5.26888 -1.43797
C 0.04364 5.95471 -0.44205
C -1.04842 5.36353 0.09449
C -1.43393 4.03722 -0.37065
C -2.61913 3.41539 -0.07310
C -3.65900 3.98496 0.76899
C -4.87159 3.37347 0.83983
C -5.09224 2.18432 0.10980
C -4.08083 1.55980 -0.67121
C -2.85946 2.14820 -0.76482
H -2.39348 2.24917 -7.37809
H -0.11799 1.69148 -6.60069
H 0.30945 1.28071 -4.20894
H -3.84616 2.16180 -3.36333
H -4.23500 2.51889 -5.75868
H 1.11192 3.49144 -2.62391
H 1.64036 5.78213 -1.88777
H 0.33868 6.95155 -0.14054
H -1.64545 5.88958 0.82712
H -3.48397 4.90118 1.31719
H -5.67079 3.79674 1.43493
H -6.07583 1.72493 0.14818
H -4.31463 0.63940 -1.19138
C 5.86287 2.71992 -0.18848
C 4.44084 3.12108 -0.58982
C 3.60639 1.96755 -1.05188
N 2.44065 1.66797 -0.59618
N 1.90393 0.53036 -1.20250
C 2.70873 0.02416 -2.12379
N 2.43288 -1.05573 -2.86827
S 4.17978 0.89088 -2.29349
H 6.44893 3.61222 0.01948
H 6.37421 2.17806 -0.98548
H 5.86492 2.09755 0.70578
H 4.48945 3.85078 -1.40407
H 3.91198 3.59180 0.23981
H 1.58912 -1.58907 -2.75290
H 3.11278 -1.43218 -3.51068
*
```

No. 4
The following is a DFT calculation (ωB97M-V/def2-TZVPD) of a molecular structure, C28H32Br2N3O3RuS2.

For the HOMO-LUMO gap (spin up / spin down), the calculation gives 0.2587 / 0.2016 hartree. As for the LUMO energy (spin up / spin down): -6.9 / -8.5 eV. Its energy relative to the best compared isomer or geometry (same formula, charge and spin) is 88.0 kJ/mol. The value obtained for the HOMO energy (spin up / spin down) is -13.899 / -13.965 eV. Its expectation value of S² is 8.7694.

ORCA input file:
```
! wB97M-V def2-TZVPD RIJCOSX def2/J DEFGRID3
* xyz 2 6
Ru -0.15031 0.37707 -0.35252
C 3.88078 -0.08388 -1.30583
C 3.28417 1.11547 -1.95478
C 3.70819 1.57757 -3.19203
C 3.17418 2.73599 -3.73729
C 2.22257 3.47383 -3.03952
C 1.75917 3.05015 -1.80153
C 0.72945 3.83677 -1.05266
C 2.29811 1.86109 -1.26071
N 1.83824 1.37363 -0.05677
C 2.09768 1.79013 1.14201
C 3.08668 2.85080 1.47100
C 1.36553 1.09933 2.18785
C 1.91770 1.01068 3.56300
N 0.22351 0.59107 1.82987
C -0.59194 -0.18352 2.65194
C -1.66577 0.44028 3.32052
C -1.92511 1.89451 3.13323
C -2.44141 -0.32910 4.17595
C -2.17047 -1.67403 4.36581
C -1.13530 -2.28801 3.66936
C -0.34224 -1.56449 2.79001
C 0.76480 -2.21741 2.01655
H 4.38567 -0.71740 -2.02840
H 3.11570 -0.66407 -0.78939
H 4.61606 0.23432 -0.56453
H 4.46666 1.02943 -3.72981
H 3.49326 3.07360 -4.71142
H 1.83371 4.38574 -3.46496
H 0.10181 4.38664 -1.75068
H 1.21902 4.55893 -0.39592
H 0.09467 3.18731 -0.43108
H 3.57406 3.21773 0.57162
H 3.83770 2.46075 2.15588
H 2.59625 3.68164 1.97795
H 2.90549 0.54730 3.54940
H 1.25817 0.43877 4.21151
H 2.03426 2.01769 3.96614
H -1.72762 2.19730 2.10365
H -1.27614 2.48569 3.78002
H -2.95424 2.12802 3.38639
H -3.26360 0.13697 4.69282
H -2.77544 -2.25148 5.04618
H -0.93727 -3.33919 3.82017
H 0.52557 -3.25860 1.81069
H 1.69026 -2.20419 2.59136
H 0.95304 -1.70259 1.06085
Br -4.19267 -0.83875 1.20032
C -3.31031 -2.36671 0.45404
Br -1.73076 -1.85001 -0.61916
H -3.98997 -2.88880 -0.21725
H -2.96574 -3.00294 1.26505
O 1.00026 -1.20297 -1.95951
H 1.11682 -2.15278 -2.06620
H 0.69125 -0.86930 -2.82960
O -0.20907 -0.11053 -4.08760
S -0.74084 1.20631 -3.86367
O 0.04638 2.32080 -4.26921
N -0.99350 1.32354 -2.18497
C -2.24365 1.61186 -1.92832
S -2.67440 1.78203 -0.30172
C -3.13976 1.66961 -3.07191
C -4.51085 1.89318 -3.07306
C -5.18919 1.82093 -4.28111
C -4.51962 1.51032 -5.45704
C -3.14241 1.28307 -5.46148
C -2.47712 1.38119 -4.26563
H -5.02180 2.11439 -2.14900
H -6.25397 1.99937 -4.30310
H -5.06273 1.43702 -6.38722
H -2.62548 1.03248 -6.37364
*
```

F_max, record by record: 3.74 2.66 1.33 2.43 eV Å⁻¹
Energy, record by record: -49351.9589 -121431.5348 -140746.6714 -204489.3247 eV